DFT (ωB97M-V/def2-TZVPD) results for an isolated ion of composition C23H46NO4 and charge +1 at a distorted geometry.

Each line ends with the Mulliken charge.
Atoms and positions in Å:
C 5.12614 0.94085 2.62992  -1.5478
C 4.99155 0.38087 1.21478  -0.4006
C 4.61695 1.47208 0.21081  -0.0186
C 4.69008 1.00725 -1.24571  -1.0448
C 3.62637 -0.01464 -1.66938  -0.3058
C 2.36766 0.59973 -2.28778  -1.1082
C 1.49706 1.36043 -1.29044  0.8307
C 0.11338 1.68802 -1.84687  -1.1020
C -0.73752 2.45074 -0.83312  -0.3967
C -2.19169 2.57168 -1.28322  -0.3874
C -3.08200 3.24994 -0.24096  -1.1892
C -3.27790 2.42458 1.04320  0.8000
C -4.73291 2.02948 1.29621  -1.3209
C -5.24353 0.92716 0.36879  -0.5588
C -4.71578 -0.46856 0.74540  -0.6907
C -3.32830 -0.72114 0.25075  0.6522
O -2.94963 -0.64142 -0.89205  -0.6968
O -2.50393 -1.13743 1.23990  -0.5176
C -1.11774 -1.29694 0.93902  2.1449
C -0.33970 -0.63461 2.08381  -1.5390
C 1.16243 -0.60954 1.86745  0.7039
O 1.77033 -1.43808 1.22950  -0.6256
O 1.72351 0.40901 2.47205  -0.4694
C -0.75929 -2.79330 0.82094  -1.8618
N -0.56246 -3.35421 -0.54839  0.3601
C 0.01908 -4.70136 -0.38282  -0.8868
C 0.37955 -2.53457 -1.33756  -1.2604
C -1.83787 -3.46883 -1.27749  -0.5835
H 5.99621 1.59000 2.69081  0.4442
H 5.25490 0.14049 3.35558  0.3579
H 4.25951 1.53818 2.91534  0.3856
H 4.25215 -0.42503 1.19188  0.1697
H 5.94511 -0.06154 0.92066  0.4431
H 5.31743 2.30100 0.33377  0.4106
H 3.61987 1.85419 0.43673  0.0175
H 5.67881 0.57149 -1.40364  0.4217
H 4.61667 1.87949 -1.89776  0.3548
H 3.34388 -0.63462 -0.81665  0.0401
H 4.06743 -0.67678 -2.41739  0.3432
H 2.65552 1.27013 -3.09898  0.4069
H 1.77477 -0.20597 -2.73195  0.3810
H 1.38128 0.75845 -0.38414  -0.6538
H 1.98882 2.29209 -1.01092  0.6025
H -0.40355 0.76355 -2.12439  0.1126
H 0.21675 2.28158 -2.75611  0.6747
H -0.31901 3.44734 -0.68244  0.5474
H -0.69139 1.93402 0.12975  0.0057
H -2.22521 3.15230 -2.20694  0.5188
H -2.58418 1.57804 -1.50856  -0.0224
H -2.64656 4.21882 0.00847  0.4628
H -4.05478 3.44494 -0.69489  0.5045
H -2.92359 2.99574 1.90268  0.4641
H -2.67642 1.51530 0.99384  -0.8511
H -5.36214 2.91201 1.17065  0.3773
H -4.84382 1.69842 2.33171  0.4721
H -6.33177 0.89579 0.42984  0.4299
H -4.97094 1.14504 -0.66431  0.3289
H -4.74500 -0.61631 1.82466  0.2384
H -5.35501 -1.21511 0.26682  0.3373
H -0.91301 -0.75983 0.00556  -0.1531
H -0.68537 0.39088 2.22091  0.2121
H -0.53788 -1.16836 3.01708  0.4621
H 2.69543 0.42765 2.35934  0.3046
H 0.17685 -2.95258 1.35752  0.6145
H -1.55007 -3.36290 1.31596  0.4666
H 1.01064 -4.62718 0.06068  0.3814
H -0.61212 -5.31303 0.25964  0.3917
H 0.10597 -5.19146 -1.35089  0.3735
H -0.10911 -1.63491 -1.70448  0.3633
H 1.23250 -2.25167 -0.72154  0.5023
H 0.72896 -3.10262 -2.19705  0.4769
H -2.52869 -4.11021 -0.73292  0.3986
H -2.29084 -2.48562 -1.40872  0.1091
H -1.66285 -3.89843 -2.26195  0.3914

SMILES: CCCCCCCCCCCCCCCC(=O)O[C@@H](CC(=O)O)C[N+](C)(C)C
Net charge: +1
Maximum force, eV/Å: 1.1
Energy above the lowest of the compared OMol25 structures with the same formula, charge and spin, eV: 0.176
Frontier orbital gap, eV: 10.54
Total energy, a.u.: -1259.5144

---

DFT (ωB97M-V/def2-TZVPD) results for a 5-piece molecular cluster, C23H47BBr2NO16S6 overall at a distorted geometry.

Each line ends with the Mulliken charge.
Atoms and positions in Å:
C -1.66913 -2.94792 1.94996  -1.5399
C -2.07302 -1.67320 1.21104  0.4113
C -1.83312 -1.75548 -0.31166  -0.9930
C -0.81736 -0.73856 -0.77089  -0.7205
N -0.75401 -0.59823 -2.26359  -0.0908
C 0.34164 -1.39175 -2.90774  -0.4092
C 0.13121 -2.91351 -2.90713  -0.8506
C 1.26075 -3.73222 -2.27647  -0.8527
C 1.68244 -3.35842 -0.84081  -0.3092
B 3.03321 -2.42515 -0.74516  0.3353
C 3.64340 -2.41675 0.77671  -0.5068
Br 2.36310 -1.44922 1.95804  -0.1409
C 5.00438 -1.75557 0.84130  0.0753
C 5.07308 -0.40780 0.14060  -1.2372
Br 5.68586 -1.47092 2.69831  -0.2630
C -0.50828 0.76308 -2.55670  -0.0596
S -1.51354 1.61156 -3.51917  -0.3038
S 0.92789 1.46055 -1.83251  0.0637
C 1.07142 3.05439 -2.67081  -0.6974
C 2.28251 3.75689 -2.10067  -0.5090
C 2.54568 5.05366 -2.87059  -1.0740
H -1.98690 -3.82018 1.38886  0.3713
H -0.60218 -2.96672 2.11725  0.2093
H -2.18526 -3.00718 2.90314  0.3876
H -3.13687 -1.51986 1.35483  -0.1762
H -1.50920 -0.84533 1.62526  0.3876
H -2.76308 -1.55625 -0.83402  0.4322
H -1.56220 -2.77581 -0.55189  0.2757
H -1.14846 0.21000 -0.36158  0.9255
H 0.17742 -0.90794 -0.36537  0.0995
H 0.31873 -1.06732 -3.94539  0.5643
H 1.31841 -1.11478 -2.52723  0.2309
H -0.83912 -3.13113 -2.48199  0.3429
H 0.06248 -3.22563 -3.94690  0.3921
H 0.91525 -4.76638 -2.25875  0.3956
H 2.14919 -3.72624 -2.90180  0.2325
H 1.93243 -4.29639 -0.33529  0.4342
H 0.86526 -2.94794 -0.27074  -0.4001
H 2.75314 -1.26665 -1.03123  -0.1758
H 3.89039 -2.79606 -1.54248  -0.2769
H 3.73477 -3.42889 1.14822  0.3947
H 5.73712 -2.40584 0.38591  0.4040
H 5.92192 0.15885 0.50597  0.4965
H 4.17916 0.15965 0.36405  0.2324
H 5.14775 -0.57259 -0.92605  0.2466
H 1.18685 2.88532 -3.73466  0.3267
H 0.17226 3.63999 -2.52881  0.5204
H 3.14797 3.10693 -2.12434  0.3771
H 2.10137 4.01143 -1.06259  0.3421
H 3.08017 5.74978 -2.23375  0.4087
H 1.59904 5.51050 -3.13185  0.3266
H 3.08853 4.86192 -3.77893  0.0600
C -6.14975 -2.40372 4.37053  -0.3418
C -6.66570 -3.66373 5.03327  -0.4014
O -6.62932 -4.65237 3.99490  -0.3256
S -5.39318 -4.34834 3.01229  1.1283
O -4.29727 -5.16116 3.39257  -0.5349
O -5.88502 -4.32463 1.68369  -0.5700
O -5.10420 -2.85410 3.50300  -0.2038
H -6.92142 -1.93023 3.76113  0.2563
H -5.75687 -1.68311 5.07857  0.3570
H -7.67963 -3.55866 5.40869  0.3254
H -6.00628 -3.98720 5.84195  0.3053
C -5.99028 2.84619 1.47155  -0.3732
C -6.38961 1.48373 0.94268  -0.3320
O -5.32116 0.62321 1.34857  -0.2599
S -4.72751 1.11913 2.74991  1.0795
O -5.31603 0.36126 3.79744  -0.5231
O -3.32809 1.25667 2.62506  -0.4734
O -5.40338 2.57534 2.75182  -0.3188
H -5.23789 3.31746 0.83658  0.3044
H -6.83925 3.51356 1.59213  0.3026
H -6.48587 1.46227 -0.13886  0.3157
H -7.31617 1.13121 1.40237  0.2664
C 2.45546 -1.84860 5.95064  -0.2256
C 2.76671 -0.50031 5.34803  -0.0889
O 2.64190 0.41993 6.45660  -0.3387
S 3.09657 -0.30340 7.80263  1.0825
O 4.44342 0.03547 8.09729  -0.5523
O 2.07294 -0.13276 8.77217  -0.5474
O 3.06643 -1.80569 7.25604  -0.3363
H 1.38117 -1.99650 6.07565  0.2997
H 2.87341 -2.66578 5.37076  0.2838
H 2.07946 -0.22757 4.55567  0.1482
H 3.78880 -0.45623 4.97200  0.1955
C 3.85471 6.65041 -7.90692  -0.2998
C 2.55221 6.25338 -8.57148  -0.3376
O 2.41034 4.86215 -8.26662  -0.3156
S 3.03536 4.56148 -6.81801  1.1133
O 1.98938 4.56323 -5.86519  -0.4678
O 3.94471 3.48484 -6.94081  -0.5825
O 3.85821 5.93257 -6.66865  -0.2981
H 4.71769 6.33317 -8.49602  0.2884
H 3.91698 7.71737 -7.71114  0.3014
H 2.56977 6.39314 -9.64855  0.3109
H 1.70379 6.79223 -8.14381  0.2675

Net charge: -1
Maximum force, eV/Å: 1.2
Energy above the lowest of the compared OMol25 structures with the same formula, charge and spin, eV: 0.000
Frontier orbital gap, eV: 7.16
Total energy, a.u.: -9725.1181